No. 1
ORCA calculation (ωB97M-V/def2-TZVPD) on a cluster of 2 separate species, C6H8O7 in total at a distorted geometry.

Results
E_LUMO, eV: 0.4
Total energy, a.u.: -760.04191
ΔE to the lowest compared entry with this formula, charge and spin, kcal/mol: 0.0
Highest occupied orbital energy, eV: -8.03
Frontier orbital gap, eV: 8.4599

The geometry in XYZ format:
```
21
Properties=species:S:1:pos:R:3:forces:R:3
O -0.76460 1.56203 -0.23701 2.6775 -2.0571 1.2134
C -1.16709 0.63292 0.69861 -1.1384 0.2443 0.2276
C -0.46635 -0.05595 1.65934 0.3500 1.9500 -1.2894
O -1.34538 -0.81809 2.34189 0.9777 -1.4863 1.4761
C -2.55585 -0.67494 1.85383 -0.6806 1.2377 -0.1637
O -3.62345 -1.29060 2.37550 -0.7227 0.1121 -2.3948
C -2.54146 0.24439 0.85977 -0.2389 -0.2297 -0.1600
O -3.60279 0.78905 0.17817 -1.1828 -1.3100 -0.1864
H -1.40427 2.15801 -0.53707 -1.9419 1.0283 -0.3654
H 0.54819 0.09232 2.02714 -0.5047 -0.5572 -0.1287
H -3.63775 -1.58926 3.25350 0.7478 -0.3246 1.8953
H -4.36014 0.12324 0.16342 1.5490 1.3162 0.0762
O 1.39871 -1.15250 -0.78525 -0.0058 1.0677 -0.6995
C 2.03034 -0.27367 -1.34206 1.5594 -1.9663 0.3628
O 1.83817 1.03239 -1.15560 1.5685 -0.7283 -1.2578
C 3.26778 -0.63220 -2.20796 1.8604 0.0494 4.9634
O 4.24114 0.39508 -2.21313 -0.0091 0.1919 -1.9144
H 1.03439 1.00351 -0.68589 -2.3267 0.9783 1.3262
H 2.90507 -0.87179 -3.13448 -0.3485 -0.4008 -2.6584
H 3.83451 -1.53033 -1.72185 -1.7502 1.0392 -0.8959
H 4.37083 0.85639 -1.39085 -0.4399 -0.1549 0.5733
```
Forces are in eV/Å.


No. 2
ORCA calculation (ωB97M-V/def2-TZVPD) on a structure of composition C6H8OPZr at a distorted geometry.

Results
E_LUMO (spin up / spin down), eV: -5.7 / -5.7
Total charge: +1
Total energy, a.u.: -696.57245
Highest occupied orbital energy (spin up / spin down), eV: -11.05 / -11.04
Frontier orbital gap (spin up / spin down), eV: 5.3652 / 5.3395

The geometry in XYZ format:
```
17
Properties=species:S:1:pos:R:3:forces:R:3
C 0.95156 0.81844 -0.60456 -1.0667 -0.2025 0.8523
C 2.00635 -0.15388 -0.93644 0.1576 0.0086 0.2709
C 3.09195 0.02242 -0.07714 -1.4717 -0.3586 -1.0367
C 2.75778 1.01630 0.89376 -2.7593 1.5503 0.0132
C 1.45750 1.51792 0.59955 1.5169 -0.7928 -0.0917
Zr -1.73931 1.31054 -0.11660 2.6220 0.3963 0.1834
P -2.41253 -0.39566 -1.84586 -0.2743 -1.7306 -1.5850
H 0.37733 1.32802 -1.42840 0.5937 -0.0935 0.2754
H 1.88405 -0.92080 -1.69695 0.3287 0.3814 -0.0267
H 4.04007 -0.50649 -0.11028 -0.3263 -0.0154 -0.0423
H 0.84393 2.20316 1.17551 0.4281 0.3694 0.1356
H 3.36982 1.35047 1.72807 -0.1705 -0.1764 -0.2315
H -2.49034 -1.78655 -1.46370 -0.0036 0.7757 -0.2424
H -1.55708 -0.55836 -3.00712 -0.4617 0.2203 0.7655
H -3.65990 -0.30899 -2.56881 0.5909 0.0343 0.4445
O -1.15563 -1.27159 1.80510 -1.6907 3.3026 -2.1735
C -1.52386 -0.34341 1.18517 1.9868 -3.6691 2.4890
```
Forces are in eV/Å.


No. 3
ORCA calculation (ωB97M-V/def2-TZVPD) on the molecule C6H8OS at a distorted geometry.

Results
E_LUMO, eV: -0.8
Total energy, a.u.: -706.80193
ΔE to the lowest compared entry with this formula, charge and spin, kcal/mol: 27.8
Highest occupied orbital energy, eV: -8.61
Frontier orbital gap, eV: 7.8306

The geometry in XYZ format:
```
16
Properties=species:S:1:pos:R:3:forces:R:3
C -0.38318 0.22278 -1.75649 -0.4526 -0.5058 0.2756
C 0.05976 0.36907 -0.31426 -0.2288 -0.1393 -0.2933
C 0.60144 1.74032 -0.01210 -0.3058 0.0386 1.1736
C -0.05919 -0.64432 0.59518 0.0695 0.1999 -0.2569
C -0.62811 -1.96643 0.21193 -0.3353 -0.5184 0.1863
O -1.15658 -2.22459 -0.84753 0.1533 0.1429 0.1234
C 0.39753 -0.48467 1.96954 -0.2458 -0.6257 0.1399
S 0.11617 -1.46878 3.23337 0.0009 0.1584 -0.2244
H 0.04879 -0.68458 -2.21343 -0.1978 0.4485 0.1557
H -1.49113 0.08393 -1.81751 0.8488 0.1127 0.0769
H -0.10189 1.10883 -2.31711 0.0266 0.0418 -0.1075
H 0.84983 1.91498 1.06607 -0.1106 -0.1084 -1.1324
H 1.46251 1.93384 -0.64353 0.2525 0.0101 -0.0246
H -0.15162 2.48857 -0.29746 0.0885 -0.1913 0.0443
H -0.57139 -2.76459 0.99217 0.1550 0.4985 -0.2458
H 1.00705 0.37565 2.15117 0.2816 0.4375 0.1089
```
Forces are in eV/Å.


No. 4
ORCA calculation (ωB97M-V/def2-TZVPD) on a structure of composition C6H8OS at a distorted geometry.

Results
E_LUMO, eV: 0.6
Total energy, a.u.: -706.81832
ΔE to the lowest compared entry with this formula, charge and spin, kcal/mol: 17.5
Highest occupied orbital energy, eV: -8.83
Frontier orbital gap, eV: 9.4721

The geometry in XYZ format:
```
16
Properties=species:S:1:pos:R:3:forces:R:3
C -1.84366 -1.07649 -0.22938 -0.1011 -0.6290 -0.3213
C -0.52160 -0.39026 -0.12833 0.6832 0.5385 -1.0594
C 0.50836 -0.52176 1.01124 -1.0781 -0.1613 0.5703
C 1.57547 -0.00367 0.04317 0.0627 -0.5415 1.0208
C 1.12771 1.38879 -0.25377 1.1616 1.7715 -0.2815
C -0.36595 1.11417 -0.43425 -0.2918 -0.1782 0.0821
H -1.72898 -2.19139 -0.21511 -0.0584 0.9888 0.2757
H -2.44457 -0.72614 0.59969 -0.3597 -0.1895 0.2960
H -2.40365 -0.83893 -1.15066 0.4622 0.1619 0.3001
H 0.29004 0.11771 1.90749 0.2351 -0.4258 -0.6642
H 0.57410 -1.57070 1.31981 0.4131 0.2125 -0.1411
H 2.57534 -0.19862 0.34729 0.9390 0.0454 -0.2299
H 1.58706 1.76691 -1.19752 -0.5201 -0.2529 0.5786
H 1.43797 2.13350 0.51950 -0.7706 -0.4955 -0.2602
O -1.22041 1.87477 -0.78063 -0.2915 0.2167 -0.0304
S 0.85276 -0.87788 -1.35853 -0.4855 -1.0617 -0.1357
```
Forces are in eV/Å.